Computed, not measured: a structure of composition C26H39MnNOP2 in a non-equilibrium geometry, with wB97M-V/def2-TZVPD.

XYZ file:
```
70
Properties=species:S:1:pos:R:3:forces:R:3
H 3.940418 -0.099316 -0.749364 0.0 0.0 0.0
H -0.628812 -1.298516 -2.323606 0.0 0.0 0.0
H -0.440427 -3.963247 -0.820400 0.0 0.0 0.0
H 2.173533 3.460180 -0.651344 0.0 0.0 0.0
C 1.531195 -2.102850 0.645062 -0.1 0.2 -0.1
H -2.411362 0.577035 -1.884212 0.0 0.0 0.0
C 3.739768 -2.897220 1.169750 -0.1 0.0 0.0
H 2.122044 2.625978 0.905067 0.0 0.0 0.0
C -0.851782 -3.099526 2.067700 0.0 0.0 0.0
C -0.837565 -2.948182 -0.924014 -0.1 0.1 0.0
H -2.387132 3.039453 -1.266450 0.0 0.0 0.0
C 0.323615 1.685252 -1.822343 0.1 -0.2 0.1
H 2.466876 0.680316 -4.869797 0.0 0.0 0.0
C -2.909601 0.966104 -0.994419 0.0 0.0 0.0
C 3.506173 -0.932697 -0.213553 0.0 0.0 0.0
H 2.196765 4.390006 0.841180 0.0 0.0 0.0
C -2.280978 2.267612 -0.498034 0.0 0.0 0.0
O -0.371895 -0.005245 2.840416 0.1 0.2 0.0
C 0.247013 3.619181 0.335401 0.0 0.0 0.1
H -0.161805 2.856771 3.489654 0.0 0.0 0.0
H 2.710851 -0.572498 -2.766139 0.0 0.0 0.0
H -0.145888 -2.806873 2.852661 0.0 0.0 0.0
H -2.531186 3.712580 1.135204 0.0 0.0 0.0
H -3.995956 2.864470 0.660111 0.0 0.0 0.0
C -2.364658 -3.010433 -0.997423 0.0 0.0 0.0
H -3.956794 1.135373 -1.245111 0.0 0.0 0.0
H -2.808608 -3.549018 -0.163306 0.0 0.0 0.0
H 4.384778 -3.615897 1.656787 0.0 0.0 0.0
H -0.926221 -5.124486 2.785840 0.0 0.0 0.0
H 0.611951 1.704816 4.592064 0.0 0.0 0.0
C 4.303593 -1.867228 0.408071 0.0 0.0 0.0
P -0.290763 -2.117337 0.622759 0.1 0.1 0.1
H -2.650603 -3.531842 -1.911161 0.0 0.0 0.0
H 0.153408 4.751571 -1.518595 0.0 0.0 0.0
C -0.759481 -4.611825 1.838508 0.0 0.0 0.0
H 0.838320 -2.289817 -2.168403 0.0 0.0 0.0
H -0.128705 3.732137 1.356504 0.0 0.0 0.0
C -0.204256 4.823110 -0.490695 0.0 0.0 0.0
H 5.379501 -1.789838 0.328293 0.0 0.0 0.0
H -3.018470 -2.983226 1.800861 0.0 0.0 0.0
C -2.921715 2.749962 0.804145 0.0 0.0 0.0
H 1.953311 -3.819849 1.881682 0.0 0.0 0.0
H -2.874710 0.204366 -0.211516 0.0 0.0 0.0
C 0.612550 2.088074 3.572475 0.0 0.0 0.0
H -2.341892 -1.625133 2.707621 0.0 0.1 0.0
C -0.251628 -2.312890 -2.178913 0.0 0.0 0.0
C 0.171833 2.358975 -3.022003 0.0 0.0 -0.1
Mn 0.147733 0.162014 0.951151 0.8 -0.6 -0.8
C 2.369426 -3.010131 1.299025 0.1 -0.1 0.1
C 0.267439 1.018572 2.616863 -0.2 -0.2 0.0
H -1.529579 -4.952755 1.146538 0.0 0.0 0.0
H 0.226947 5.728889 -0.063498 0.0 0.0 0.0
H -0.557129 -2.904385 -3.042510 0.0 0.0 0.0
H -0.548833 3.160501 -3.121085 0.0 0.0 0.0
P -0.488543 2.038986 -0.247196 0.0 -0.2 -0.1
C 1.873826 0.960356 -4.009832 0.0 0.1 0.0
C 2.026764 0.262882 -2.821590 -0.1 0.0 0.2
H -1.286442 4.949681 -0.501065 0.0 0.0 0.0
H 0.834269 2.516033 -5.056541 0.0 0.0 0.0
C 0.951350 1.994520 -4.116515 0.0 0.0 0.0
C -2.257881 -2.694087 2.525065 0.0 0.0 0.0
C 2.114992 -1.041086 -0.086005 0.0 -0.1 0.1
H 0.207019 -4.934356 1.451691 0.0 0.0 0.0
H 1.565672 2.545680 3.318898 0.0 0.0 0.0
H -2.778341 2.019304 1.605957 0.0 0.0 0.0
C 1.772767 3.507304 0.362471 0.0 0.0 0.0
H -2.799733 -2.010931 -1.036671 0.0 0.0 0.0
H -2.486166 -3.210780 3.457392 0.0 0.0 0.0
N 1.212844 -0.055847 -0.511895 -0.5 0.2 1.0
C 1.246972 0.631282 -1.727644 -0.1 0.2 -0.4
```
Forces are in eV/Å.

Its LUMO energy (spin up / spin down) is -0.277 / -0.293 hartree. The energy above the lowest of the compared OMol25 structures with the same formula, charge and spin comes out at 0.000 eV. For the total energy, the calculation gives -2977.2613 Ha. The total charge is +2. The value obtained for the gap between HOMO and LUMO (spin up / spin down) is 6.888 / 6.532 eV. Its spin multiplicity is 2.

---

Computed, not measured: a structure of composition C26H39N6NaO4SSi, with wB97M-V/def2-TZVPD.

XYZ file:
```
78
Properties=species:S:1:pos:R:3:forces:R:3
O 0.341359 1.182054 -2.059430 0.1 0.1 0.0
H 1.081413 -3.826996 -3.661255 0.0 0.0 0.0
C -0.471753 -3.643447 1.218218 0.0 0.0 0.0
C 2.630212 -2.761943 3.851001 0.0 0.0 0.0
H 0.556460 4.456228 -2.663497 0.0 0.0 0.0
C 0.442172 -2.950365 -3.525306 0.0 0.0 0.0
H -4.951288 3.925309 -1.243391 0.0 0.0 0.0
C -2.646061 -2.697880 1.431573 0.0 0.0 0.0
C -4.844954 -1.427965 -0.262785 0.0 0.0 0.0
H -5.202505 -1.341928 -1.291682 0.0 0.0 0.0
H 3.765991 -0.804078 -2.291687 0.0 0.0 0.0
S -2.667704 3.149777 -0.083810 0.0 0.0 0.0
C 1.906295 1.747795 3.176366 0.0 0.0 0.0
H 0.146791 4.088256 -0.331833 0.0 0.0 0.0
H -0.255979 -3.138268 -2.709322 0.0 0.0 0.0
C 0.940407 4.873452 1.565413 0.0 0.0 0.0
H 3.524322 -3.091577 3.333019 0.0 0.0 0.0
H -4.953454 -2.459506 0.072577 0.0 0.0 0.0
H 1.773366 4.518054 3.504093 0.0 0.0 0.0
H 2.852760 2.627983 -3.350602 0.0 0.0 0.0
H -1.670823 1.274372 -4.507107 0.0 0.0 0.0
N -4.810570 3.014247 -1.648353 0.0 0.0 0.0
H 1.861591 -1.649219 2.168770 0.0 0.0 0.0
H 2.204466 -0.536884 0.319400 0.0 -0.1 0.0
C 1.262383 -1.714062 -3.232965 0.0 0.0 0.0
H 1.263578 1.647648 4.054288 0.0 0.0 0.0
H -3.580323 -2.570014 1.961825 0.0 0.0 0.0
C -3.408848 -0.975506 -0.200996 0.0 0.0 0.0
C 2.174233 2.193295 -4.092245 0.0 0.0 0.0
H -0.571817 -1.570991 5.631137 0.0 0.0 0.0
H 1.911891 -1.473601 -4.090830 0.0 0.0 0.0
N 0.922788 2.681918 1.082989 0.0 0.0 0.0
H -0.288416 4.314323 -4.210987 0.0 0.0 0.0
C 2.824455 -0.809708 -1.719042 0.0 0.0 0.0
O 2.068701 -1.959997 -2.088237 0.0 0.0 0.0
C 1.428756 2.833928 2.278838 0.0 0.0 0.0
H 1.065289 -3.033741 6.840455 0.0 0.0 0.0
H 3.355306 -1.875567 0.078248 0.0 0.0 0.0
H 0.327582 -4.287689 1.561197 0.0 0.0 0.0
C 1.250097 -2.729556 5.815448 0.0 0.0 0.0
C 1.711147 -1.952122 3.196593 0.0 0.0 0.0
H 2.195406 2.828055 -4.985994 0.0 0.0 0.0
C -3.848030 2.271279 -0.954705 0.0 0.0 0.1
C -1.678904 -3.563974 1.897783 0.0 0.0 0.0
H 3.911593 -0.189264 0.038292 0.0 0.0 0.0
Si 0.406216 2.053999 -3.371319 0.0 0.0 0.0
C 0.613323 3.944830 0.628577 0.0 0.0 0.0
C 0.336862 -1.917670 5.154558 0.0 0.0 0.0
H -0.287933 0.316799 -5.044502 0.0 0.0 0.0
H -1.846329 -4.142600 2.798824 0.0 0.0 0.0
C -0.619529 1.332394 -4.804171 0.0 0.0 0.0
H -5.481805 -0.774742 0.336851 0.0 0.0 0.0
C -0.288920 -2.829513 0.113447 0.0 0.0 0.0
H -1.125618 3.901707 -2.694246 0.0 0.0 0.0
N -1.217497 -1.993863 -0.350242 0.0 0.0 0.0
C 3.091102 -0.859634 -0.229095 0.0 0.0 0.0
O -1.470099 -0.308488 3.792145 0.0 0.0 0.0
H -5.655846 2.486977 -1.816644 0.0 0.0 0.0
H 2.932521 1.926827 3.508836 0.0 0.0 0.0
C -2.379395 -1.921675 0.299819 0.0 0.0 0.0
H 0.618534 -0.850831 -3.034351 0.0 0.0 0.0
C 2.402532 -3.154272 5.164795 0.0 0.0 0.0
N 1.468311 4.153007 2.621567 0.0 0.0 0.0
Na -0.598523 0.869881 -0.029163 -0.1 0.1 -0.2
O -0.171799 -0.294245 1.946567 0.0 -0.1 0.1
H -0.141841 -2.797426 -4.435944 0.0 0.0 0.0
H 2.569450 1.209498 -4.365208 0.0 0.0 0.0
H 2.251760 0.092354 -1.954518 0.0 0.0 0.0
H 0.833743 5.943741 1.592537 0.0 0.0 0.0
H 1.853807 0.810774 2.629407 0.0 0.0 0.0
N -4.040232 0.976971 -1.054282 0.0 0.0 -0.1
C -0.168797 3.855305 -3.222812 0.0 0.0 0.0
H 3.117375 -3.788602 5.677687 0.0 0.0 0.0
C 0.556967 -1.519996 3.840376 0.0 0.0 0.0
C -0.472822 -0.619970 3.121189 0.0 0.0 0.0
N -3.035960 0.197010 -0.548749 0.0 -0.1 0.1
H 0.651645 -2.829094 -0.428382 0.0 0.0 0.0
H -0.550580 1.938427 -5.715017 0.0 0.0 0.0
```
Forces are in eV/Å.

Its LUMO energy is 0.145 hartree. For the total energy, the calculation gives -2493.8283 Ha. The total charge is -2. The value obtained for the gap between HOMO and LUMO is 5.504 eV.

---

Computed, not measured: a structure of composition C26H40BBrCl2FIN7O9P2S3 in a non-equilibrium geometry, with wB97M-V/def2-TZVPD.

XYZ file:
```
93
Properties=species:S:1:pos:R:3:forces:R:3
Cl -0.376829 2.169836 -0.263471 -1.3 -1.6 1.3
H -1.909947 0.086803 -3.126845 0.2 0.2 1.0
H 2.230042 1.628645 -3.692439 0.2 -0.1 -0.1
H 3.192703 3.760941 -6.729011 0.0 0.0 0.1
C 3.471491 1.425197 -5.408233 1.4 -1.8 -1.9
H 7.568176 0.754275 -2.269204 0.0 -0.1 0.0
H 3.284713 -1.002473 -0.445591 -0.7 1.1 1.3
C 2.746163 4.291257 -5.884033 0.0 0.1 -0.1
B -3.510471 1.796654 0.106944 -1.6 3.8 -2.9
C -2.525350 -4.292499 0.296330 -0.6 -0.5 -0.3
C -2.210300 -2.065122 1.090352 -0.5 0.8 -3.8
H -4.783174 -1.905782 -2.955935 0.6 1.4 0.9
N 1.177707 -3.284322 0.263874 -1.2 -0.7 0.6
H 7.871895 0.235894 -3.923401 -0.1 0.0 0.1
S -6.294156 1.282096 0.854282 1.5 -0.9 -0.1
H -4.065673 -0.329222 -3.561709 -0.4 -0.8 1.7
H 3.546192 4.790135 -5.328562 -0.1 0.0 -0.1
P -4.803413 0.804249 2.058964 -4.2 1.2 0.5
H -2.588655 2.863966 2.559407 1.3 -2.1 -0.3
H -1.395847 4.076459 5.481145 -1.3 -0.5 -1.1
C -3.130921 0.536883 1.090010 0.6 -0.2 0.9
H 7.314112 -2.099840 -3.367378 0.0 0.0 0.2
C 1.101811 -3.048128 3.122617 4.2 -0.7 0.5
F 0.412086 -4.768665 -1.665648 1.1 1.5 2.9
H -0.920038 -2.466177 3.495047 1.0 0.2 -1.8
C -0.254104 -2.543130 2.545207 -1.0 -2.0 1.2
C 7.063844 -0.873619 -0.176833 0.5 1.6 2.4
C -0.655446 -1.511380 1.392488 -0.6 -4.4 -0.8
O -1.754352 0.128858 -2.152059 -1.6 -1.2 0.2
H -3.097780 1.605701 4.742471 1.6 0.1 -0.4
S -3.209495 -5.770556 0.659667 2.0 4.1 -1.2
C -1.761305 2.097323 2.868781 -1.4 3.7 1.4
C 2.875328 -0.342535 0.412088 -0.6 -1.3 -0.5
H 3.749760 0.299760 0.761112 -1.5 -0.8 -0.3
O 0.470234 -5.494434 0.493128 0.9 4.2 -3.8
C 0.426996 0.854512 0.850088 2.7 3.9 -3.0
O 0.130330 -1.895146 -1.079553 -1.6 1.5 4.9
P -2.803740 -1.121624 -1.509952 0.8 0.6 -3.0
H 6.936012 -2.818294 -1.030611 -0.1 0.1 0.1
H 6.227663 0.163494 -3.270075 0.1 0.0 0.0
C -2.099480 2.085271 4.501793 0.3 2.0 -0.2
C -3.163184 -0.901243 0.352921 -0.7 -0.3 0.4
H -0.588402 -3.572208 2.086268 0.4 1.7 0.7
H -5.245607 -1.002553 -0.064922 0.4 0.2 0.3
H -4.780727 2.193136 -1.372014 0.9 0.1 0.2
N 7.333216 -0.154780 0.724279 -1.0 -2.4 -3.1
N -0.545641 -0.016328 1.570456 1.3 1.1 1.9
C 0.151276 -2.165970 0.151541 2.3 0.0 -6.8
H 2.496323 -1.038989 1.222411 0.9 0.7 -0.7
N -4.530773 -1.565565 0.408026 0.6 0.7 -0.4
H 1.162094 2.878575 -5.565630 0.1 0.0 0.1
H 1.060553 1.549966 1.550332 -2.0 -1.3 -1.0
C 6.723507 -1.786391 -1.321978 0.5 0.5 0.5
H 2.087447 5.059953 -6.295377 0.1 0.0 0.1
I 0.583846 0.062279 3.442837 1.9 0.1 1.4
O 2.311051 -2.800114 2.908081 -4.3 0.2 0.0
O -3.889326 1.795566 -1.280338 0.3 -1.9 1.8
C -3.473384 -2.856231 3.093516 -2.2 -1.8 -1.3
H 5.653822 -1.708121 -1.536839 0.1 0.1 0.1
O -3.697367 3.201197 0.532523 1.7 -2.0 0.9
H 1.003670 -3.897806 3.918535 -0.9 1.3 -1.2
H 2.084356 -2.980245 -0.117888 -0.8 0.0 0.0
C -1.812579 0.718855 2.068525 -2.5 -1.1 2.2
H -5.182882 -0.247414 -2.087461 0.9 -1.0 -0.9
N -2.960152 -2.803117 1.981306 0.0 1.6 4.7
O -1.972550 -0.112251 3.307965 -1.2 -1.0 -2.1
C 2.835486 2.268889 -4.339458 0.2 -0.4 -0.8
N -2.090384 -3.133679 -0.031526 -0.5 -3.6 2.5
C 0.698036 -4.539663 -0.297333 -1.5 -4.4 2.9
N 3.971735 0.760727 -6.250257 -1.7 2.3 2.9
H -4.540789 -2.455040 -0.112324 0.4 0.3 0.4
S -4.606841 -3.414430 4.119748 2.3 1.2 -0.8
H 1.477491 3.931654 -4.190111 0.0 -0.1 0.0
H -5.304914 1.928092 3.953730 0.5 0.4 -1.1
C 1.620138 0.460611 -0.147199 1.6 0.5 -1.5
Cl 2.439336 2.134224 -0.549528 -0.1 -0.9 0.4
O -5.371118 -0.464449 2.997420 2.1 1.7 0.4
C 7.285349 0.019304 -3.027508 0.0 0.1 0.0
H -2.898578 -0.302453 3.523543 0.1 0.1 -0.2
Br -0.274295 3.476295 2.858175 0.0 -0.9 -0.7
C 7.548007 -1.406569 -2.554214 0.1 0.2 -0.3
H 3.619804 2.723862 -3.727976 0.0 -0.1 -0.1
C -4.389837 -0.887795 -2.598105 -0.2 0.9 -0.3
H -2.880070 3.718312 0.364034 -0.7 -0.3 0.1
H -3.142021 3.622983 5.794040 1.3 0.0 -1.3
H 8.614694 -1.516615 -2.334480 -0.1 -0.1 0.1
H 1.313404 0.217011 -1.235120 0.0 -0.2 2.3
H -1.212621 1.748736 5.123970 -1.4 -0.2 -0.9
C 1.959480 3.347831 -4.980172 -0.1 0.3 -0.2
H -2.751332 4.302604 4.140604 0.8 -0.8 1.1
C -2.324041 3.646582 4.969683 -1.0 -0.7 0.9
O -4.864266 2.159383 3.092351 1.0 -2.4 0.4
H -5.187222 -0.301873 3.955686 -0.3 -0.5 -0.8
```
Forces are in eV/Å.

Its LUMO energy is -0.219 hartree. For the total energy, the calculation gives -7868.5859 Ha. The total charge is +1. The value obtained for the gap between HOMO and LUMO is 4.465 eV.